# 1
Here is a gas-phase ion, C8H8NO2S (charge +1) at a distorted geometry from the Open Molecules 2025 dataset. Energies are from the ωB97M-V functional and the def2-TZVPD basis.

Results
HOMO (spin up / spin down) = -13.39 / -13.36 eV
2S+1 = 1
net charge = +1
orbital gap (spin up / spin down) = 0.2844 / 0.2966 Eh
relative energy (zero: lowest compared OMol25 entry of this formula, charge and spin) = 111.9 kcal per mole

The geometry in XYZ format:
```
20
C8H8NO2S | the Open Molecules 2025 dataset | the ωB97M-V functional and the def2-TZVPD basis
S 0.544 1.300 3.319
O 1.135 0.532 -2.917
O 2.704 -1.217 -0.227
N 0.606 -0.559 -0.884
C 1.106 -0.494 -2.306
C 0.593 0.916 1.669
C -0.487 0.913 0.953
C -1.549 1.507 1.720
C -1.057 1.856 2.925
C -0.053 -1.913 -0.864
C -0.431 0.511 -0.578
C 1.753 -0.562 0.019
H -1.746 2.254 3.692
H 1.668 -1.373 -2.664
H -0.104 1.301 -1.320
H -0.389 -2.165 0.134
H -1.405 0.069 -1.059
H 0.551 -2.829 -1.252
H -0.929 -1.922 -1.560
H -2.510 1.874 1.199
```

In elementary charge units, the natural (NBO) charges are: 0.53, -0.40, -0.44, -0.42, 0.54, -0.07, -0.24, -0.24, -0.37, -0.46, -0.22, 0.72, 0.27, 0.21, 0.28, 0.26, 0.25, 0.27, 0.25, 0.26


# 2
Here is a gas-phase ion, C8H8NO5S (charge -1) at a distorted geometry from the Open Molecules 2025 dataset. Energies are from the ωB97M-V functional and the def2-TZVPD basis.

Results
HOMO = -3.82 eV
2S+1 = 1
net charge = -1
orbital gap = 0.2435 Eh
relative energy (zero: lowest compared OMol25 entry of this formula, charge and spin) = 2.5 kcal per mole

The geometry in XYZ format:
```
23
C8H8NO5S | the Open Molecules 2025 dataset | the ωB97M-V functional and the def2-TZVPD basis
S -1.102 1.357 0.766
O 2.657 0.488 0.892
O -2.574 0.780 -1.279
O 4.053 1.963 -0.153
O 2.943 0.480 -1.385
O -0.913 -1.970 -0.888
N 0.706 -0.465 -0.077
C -2.559 1.250 -0.215
C 3.423 0.991 -0.417
C 2.213 -1.964 0.867
C -3.861 1.502 0.598
C 0.330 0.801 -0.429
C 1.937 -0.630 0.669
C 0.252 -1.763 -0.250
C 1.090 -2.702 0.247
H -4.028 2.535 0.346
H -3.669 1.276 1.606
H 0.947 -3.725 0.234
H -0.143 0.893 -1.387
H -4.644 0.899 0.139
H -1.460 -1.192 -0.925
H 1.203 1.455 -0.183
H 3.200 -2.257 1.225
```

In elementary charge units, the natural (NBO) charges are: 0.08, -0.65, -0.60, -0.70, -0.73, -0.69, -0.45, 0.42, 0.96, -0.37, -0.71, -0.24, 0.48, 0.46, -0.38, 0.23, 0.23, 0.21, 0.23, 0.22, 0.49, 0.29, 0.22


# 3
Here is a gas-phase ion, C8H8NO5S (charge +1) at a distorted geometry from the Open Molecules 2025 dataset. Energies are from the ωB97M-V functional and the def2-TZVPD basis.

Results
HOMO = -13.70 eV
2S+1 = 1
net charge = +1
orbital gap = 0.3043 Eh

The geometry in XYZ format:
```
23
C8H8NO5S | the Open Molecules 2025 dataset | the ωB97M-V functional and the def2-TZVPD basis
S 0.048 -1.409 0.049
O 0.935 1.385 0.051
O 2.350 -0.307 0.528
O 0.555 -1.693 -1.198
O 0.295 -2.226 1.214
O 3.548 1.490 -0.415
N 1.201 0.258 0.323
C 4.749 -0.536 0.302
C -1.485 -0.510 0.061
C -2.964 0.897 -1.029
C 3.676 0.473 0.080
C -3.846 0.798 0.185
C -1.754 0.234 -1.043
C -2.218 -0.690 1.201
C -3.414 0.056 1.251
H 4.844 -0.792 1.308
H -3.243 1.600 -1.862
H 4.470 -1.324 -0.375
H -4.716 1.401 0.129
H -1.952 -1.428 2.021
H 5.772 -0.114 -0.052
H -0.949 0.481 -1.658
H -3.983 0.076 2.160
```

In elementary charge units, the natural (NBO) charges are: 2.21, -0.17, -0.36, -0.82, -0.80, -0.39, 0.35, -0.73, -0.34, -0.15, 0.82, -0.13, -0.22, -0.17, -0.20, 0.27, 0.25, 0.28, 0.24, 0.28, 0.28, 0.24, 0.24


# 4
Here is a gas-phase ion, C8H8NOS (charge +1) at a distorted geometry from the Open Molecules 2025 dataset. Energies are from the ωB97M-V functional and the def2-TZVPD basis.

Results
HOMO = -13.00 eV
2S+1 = 1
net charge = +1
orbital gap = 0.2383 Eh
relative energy (zero: lowest compared OMol25 entry of this formula, charge and spin) = 172.5 kcal per mole

The geometry in XYZ format:
```
19
C8H8NOS | the Open Molecules 2025 dataset | the ωB97M-V functional and the def2-TZVPD basis
S 3.008 -0.913 -0.163
O -0.682 -2.507 -0.835
N 0.165 -1.479 -0.726
C -0.941 0.518 0.559
C 0.175 -0.438 -0.033
C 1.535 1.697 -0.622
C 1.530 0.348 0.072
C -0.705 1.819 0.306
C -2.053 -2.639 -0.293
C 2.532 0.090 1.105
C 0.408 2.418 -0.425
H 2.676 0.753 1.853
H -2.400 -1.650 -0.429
H -2.486 -3.392 -0.841
H -1.479 2.536 0.653
H -1.865 -0.023 0.855
H 0.302 3.402 -0.763
H -2.135 -2.759 0.716
H 2.414 2.219 -0.989
```

In elementary charge units, the natural (NBO) charges are: 0.63, -0.32, -0.05, -0.21, 0.13, -0.24, -0.07, -0.22, -0.24, -0.11, -0.14, 0.26, 0.18, 0.22, 0.25, 0.25, 0.25, 0.19, 0.26


# 5
Here is C8H8O3 in the gas phase at a distorted geometry from the Open Molecules 2025 dataset. Energies are from the ωB97M-V functional and the def2-TZVPD basis.

Results
HOMO = -8.52 eV
2S+1 = 1
orbital gap = 0.3110 Eh
relative energy (zero: lowest compared OMol25 entry of this formula, charge and spin) = 96.3 kcal per mole

The geometry in XYZ format:
```
19
C8H8O3 | the Open Molecules 2025 dataset | the ωB97M-V functional and the def2-TZVPD basis
O -3.625 -0.907 -0.134
O -0.696 2.839 0.242
O 0.131 0.659 -0.074
C 2.508 -0.724 -0.114
C -0.019 -0.730 0.013
C 1.338 -1.401 0.138
C -0.889 1.588 0.014
C -1.339 -1.242 0.239
C -2.346 1.008 -0.089
C 2.770 0.771 -0.167
C -2.453 -0.310 -0.063
H -1.599 -2.350 0.142
H 3.805 1.091 -0.727
H 2.031 1.537 -0.517
H -3.208 1.655 -0.267
H 2.957 0.807 1.011
H 3.501 -1.383 0.052
H -4.275 -0.338 -0.054
H 1.409 -2.570 0.355
```

In elementary charge units, the natural (NBO) charges are: -0.64, -0.60, -0.51, -0.11, 0.37, -0.32, 0.77, -0.35, -0.44, -0.67, 0.34, 0.25, 0.22, 0.27, 0.23, 0.25, 0.22, 0.47, 0.24


# 6
Here is 2 unconnected molecules or ions with the total composition C8H8O3P at a distorted geometry from the Open Molecules 2025 dataset. Energies are from the ωB97M-V functional and the def2-TZVPD basis.

Results
HOMO (spin up / spin down) = -1.59 / -1.59 eV
2S+1 = 1
net charge = -1
orbital gap (spin up / spin down) = 0.1936 / 0.1936 Eh
relative energy (zero: lowest compared OMol25 entry of this formula, charge and spin) = 115.8 kcal per mole

The geometry in XYZ format:
```
20
C8H8O3P | the Open Molecules 2025 dataset | the ωB97M-V functional and the def2-TZVPD basis
P 0.248 1.897 1.505
O 1.369 0.672 1.633
O -4.643 -0.408 -0.864
O 0.973 3.074 0.995
C 0.049 0.235 -0.931
C -3.461 -0.315 -0.798
C 0.610 -1.000 -0.842
C -1.583 -1.748 -0.227
C -0.262 -2.053 -0.325
C -2.193 -0.433 -0.473
C -1.232 0.651 -0.665
C 2.667 0.917 1.027
H 3.254 -0.070 1.377
H 2.538 0.685 -0.042
H 3.030 1.894 1.287
H 1.579 -1.228 -1.131
H 0.776 1.051 -1.078
H -1.678 1.582 -0.849
H -2.150 -2.396 0.349
H 0.110 -3.008 0.051
```

In elementary charge units, the natural (NBO) charges are: 1.46, -0.84, -0.54, -1.13, -0.17, 0.62, -0.47, -0.28, -0.17, -0.34, -0.38, -0.28, 0.18, 0.19, 0.20, 0.19, 0.19, 0.21, 0.18, 0.19


# 7
Here is C8H8Si in the gas phase at a distorted geometry from the Open Molecules 2025 dataset. Energies are from the ωB97M-V functional and the def2-TZVPD basis.

Results
HOMO = -8.43 eV
2S+1 = 1
orbital gap = 0.2747 Eh
relative energy (zero: lowest compared OMol25 entry of this formula, charge and spin) = 77.1 kcal per mole

The geometry in XYZ format:
```
17
C8H8Si | the Open Molecules 2025 dataset | the ωB97M-V functional and the def2-TZVPD basis
Si 1.451 2.163 -1.355
C 0.444 -0.469 0.248
C 1.284 -1.285 0.996
C -0.884 -2.124 1.042
C -0.915 -0.884 0.261
C -1.403 1.287 -0.855
C -1.853 -0.023 -0.232
C 0.370 -2.349 1.526
C -0.067 1.406 -0.718
H 2.433 1.185 -1.079
H -1.837 -2.564 1.341
H 2.293 -0.962 1.375
H 0.758 -3.208 2.101
H -2.931 -0.222 0.061
H 1.232 2.395 -2.733
H 1.700 3.607 -0.913
H -2.074 2.045 -1.067
```

In elementary charge units, the natural (NBO) charges are: 0.90, 0.07, -0.29, -0.22, -0.18, -0.29, -0.08, -0.21, -0.33, -0.15, 0.22, 0.24, 0.22, 0.22, -0.17, -0.15, 0.23


# 8
Here is 2 unconnected molecules or ions with the total composition C8H9Br from the Open Molecules 2025 dataset. Energies are from the ωB97M-V functional and the def2-TZVPD basis.

Results
HOMO = -9.22 eV
2S+1 = 1
orbital gap = 0.3723 Eh
relative energy (zero: lowest compared OMol25 entry of this formula, charge and spin) = 0.0 kcal per mole

The geometry in XYZ format:
```
18
C8H9Br | the Open Molecules 2025 dataset | the ωB97M-V functional and the def2-TZVPD basis
Br 1.753 1.610 -2.070
C 0.582 1.671 0.518
C -0.859 0.844 -1.257
C 1.651 -2.357 -0.598
C -1.882 0.655 -0.327
C 0.768 -2.325 0.401
C -1.682 0.970 1.018
C 0.364 1.351 -0.821
C -0.451 1.476 1.435
H -1.007 0.599 -2.317
H 2.230 -3.262 -0.813
H 1.822 -1.480 -1.232
H -0.287 1.726 2.492
H 0.596 -3.202 1.035
H 0.188 -1.420 0.616
H -2.848 0.256 -0.662
H -2.491 0.819 1.745
H 1.554 2.069 0.838
```

In elementary charge units, the natural (NBO) charges are: 0.06, -0.25, -0.25, -0.39, -0.20, -0.39, -0.22, -0.08, -0.20, 0.23, 0.19, 0.20, 0.22, 0.19, 0.20, 0.22, 0.22, 0.23